Entry 1:
This record from the Open Molecules 2025 dataset describes a single C18H21FN4O3S2 molecule at a distorted geometry. The level of theory is wB97M-V/def2-TZVPD.

Each line ends with the Löwdin charge.
Element x y z (Å)
C  -7.4873  -0.3159  -0.0587  -0.11
O  -6.3606  -0.7249  -0.7960  -0.18
C  -5.2738  -1.1657  -0.0275  -0.30
C  -4.5194  -0.0182  0.6482  -0.43
S  -3.1649  -0.6302  1.6923  0.92
C  -2.0049  -1.0376  0.4879  -0.95
N  -2.1799  -0.9601  -0.7829  -0.05
N  -1.1143  -1.2783  -1.4946  0.01
C  -0.0807  -1.6110  -0.7960  -0.59
N  1.0831  -1.9520  -1.4188  0.13
C  2.3870  -2.1562  -1.0165  -0.42
O  3.2048  -2.4208  -1.8622  0.11
C  2.7046  -2.0302  0.4641  -0.20
C  4.1914  -2.3070  0.6996  -0.02
C  4.8458  -0.9325  0.6600  -0.45
O  6.0254  -0.6855  0.5879  0.08
N  3.8573  -0.0095  0.7417  -0.04
C  4.0929  1.4075  0.8107  -0.13
C  3.5329  2.1701  -0.4024  -0.11
C  2.0299  2.2114  -0.4421  -0.26
C  1.3268  1.6612  -1.5099  -0.04
C  -0.0573  1.6709  -1.5380  -0.01
C  -0.7353  2.2315  -0.4718  -0.28
F  -2.0867  2.2263  -0.4699  0.05
C  -0.0692  2.7994  0.5987  0.00
C  1.3131  2.7947  0.5993  -0.04
C  2.5467  -0.5740  0.9355  -0.14
S  -0.3827  -1.5775  0.9446  1.07
H  -8.2868  -0.1734  -0.7829  0.09
H  -7.3164  0.6275  0.4712  0.08
H  -7.7858  -1.0829  0.6661  0.09
H  -5.6055  -1.8870  0.7363  0.12
H  -4.6036  -1.6657  -0.7310  0.11
H  -4.0939  0.6589  -0.0903  0.07
H  -5.1627  0.5318  1.3347  0.07
H  0.9700  -2.0076  -2.4286  0.17
H  2.0537  -2.7074  1.0215  0.12
H  4.3744  -2.7561  1.6759  0.13
H  4.6201  -2.9479  -0.0693  0.13
H  3.6606  1.8019  1.7373  0.12
H  5.1787  1.5303  0.8427  0.13
H  3.9165  1.7063  -1.3121  0.12
H  3.9166  3.1918  -0.3538  0.12
H  1.8692  1.2139  -2.3302  0.12
H  -0.6087  1.2429  -2.3600  0.12
H  -0.6307  3.2385  1.4082  0.12
H  1.8409  3.2501  1.4238  0.12
H  1.8074  -0.0153  0.3612  0.08
H  2.2612  -0.5362  1.9964  0.13

Values from the calculation:
**Energy above the lowest of the compared OMol25 structures with the same formula, charge and spin**: 2.46 kJ/mol
**Total charge**: 0
**SMILES**: COCCSc1nnc(NC(=O)[C@H]2CC(=O)N(CCc3ccc(F)cc3)C2)s1
**HOMO-LUMO gap**: 0.3259 hartree
**HOMO energy**: -0.3174 Eh

Entry 2:
This record from the Open Molecules 2025 dataset describes a molecular structure, C18H21MoN5O2 at a distorted geometry. The level of theory is wB97M-V/def2-TZVPD.

Each line ends with the Löwdin charge.
Element x y z (Å)
N  0.8750  -2.6246  -3.1307  0.16
C  1.0076  -1.9060  -4.0385  -0.22
C  1.2399  -1.0835  -5.2079  -0.02
H  2.0173  -1.5624  -5.8243  0.13
H  1.5869  -0.0836  -4.9100  0.09
H  0.2969  -0.9998  -5.7743  0.11
N  -0.8332  2.8809  0.7075  0.10
C  -1.6405  3.6589  0.9991  -0.11
C  -2.6184  4.6480  1.3981  0.03
H  -2.4778  5.5820  0.8424  0.13
H  -2.5337  4.8568  2.4697  0.13
H  -3.6273  4.2748  1.2010  0.13
N  2.4196  -3.4526  1.2862  0.13
C  2.3648  -3.3260  2.4444  -0.26
C  2.3759  -3.2107  3.9003  -0.04
H  1.3589  -3.0708  4.2921  0.09
H  2.9987  -2.3512  4.2063  0.10
H  2.7988  -4.1224  4.3485  0.12
Mo  0.7452  1.1546  0.1436  1.50
C  -0.7606  0.2065  1.8208  0.00
O  -1.5291  -0.0448  2.6370  0.22
C  -1.2696  0.9587  -1.2453  0.00
O  -2.3075  1.1777  -1.7044  0.21
C  2.1527  1.7271  -1.3768  -0.09
C  2.3860  0.3965  -0.9855  -0.11
C  2.5873  0.0911  0.3730  -0.10
C  2.5499  1.1251  1.3309  -0.07
C  2.2261  2.4491  0.9536  -0.11
C  2.0487  2.7445  -0.4146  -0.11
H  1.9893  1.9558  -2.4319  0.17
H  2.3769  -0.4070  -1.7142  0.15
H  2.8057  -0.9264  0.6845  0.13
H  2.7391  0.9018  2.3811  0.18
H  2.1099  3.2265  1.7137  0.18
H  1.7754  3.7568  -0.7119  0.17
C  -1.3852  -4.2655  -2.5505  0.03
N  -1.2357  -3.3606  -1.4140  -0.04
C  -0.9514  -3.7726  -0.1260  0.14
C  -0.6770  -2.6305  0.5985  0.01
N  -0.8159  -1.5351  -0.2239  0.04
C  -1.1944  -1.9903  -1.4139  -0.07
H  -0.6796  -5.0961  -2.4330  0.13
H  -2.3996  -4.6767  -2.6127  0.13
H  -1.1514  -3.7394  -3.4746  0.09
H  -0.9006  -4.8108  0.1679  0.18
H  -0.3527  -2.5822  1.6340  0.12
H  -1.3991  -1.4180  -2.3062  0.14

Values from the calculation:
**Multiplicity**: 3
**Total charge**: +4
**⟨S²⟩**: 2.021
**HOMO-LUMO gap (spin up / spin down)**: 0.1823 / 0.1924 hartree
**HOMO energy (spin up / spin down)**: -0.8120 / -0.8122 Eh

Entry 3:
This record from the Open Molecules 2025 dataset describes a single C18H21N3O2 molecule at a distorted geometry. The level of theory is wB97M-V/def2-TZVPD.

Each line ends with the Löwdin charge.
Element x y z (Å)
C  1.8811  4.4529  0.0014  -0.11
C  0.6225  3.5932  -0.0422  -0.26
C  0.9033  2.1144  -0.3086  -0.18
C  1.5539  1.4202  0.8924  -0.13
N  2.0317  0.0997  0.5734  0.02
C  1.3432  -1.0847  0.5585  -0.30
C  -0.1173  -1.1923  0.8117  -0.08
C  -0.8564  -1.3535  -0.5299  -0.16
N  -2.2857  -1.2601  -0.3728  0.08
C  -2.9200  -0.0645  -0.4140  -0.43
O  -2.3531  0.9864  -0.6562  0.07
C  -4.3674  -0.1394  -0.1624  -0.19
C  -5.3095  0.8563  -0.1719  0.01
C  -6.5404  0.2373  0.1341  -0.05
C  -6.2609  -1.0846  0.3084  -0.11
O  -4.9547  -1.3260  0.1332  0.04
N  2.0826  -2.1085  0.2350  0.17
C  3.3381  -1.6083  0.0102  -0.23
C  4.5134  -2.2509  -0.3615  -0.02
C  5.6424  -1.4765  -0.5233  -0.10
C  5.6175  -0.0947  -0.3244  -0.10
C  4.4618  0.5627  0.0459  -0.02
C  3.3224  -0.2085  0.2133  -0.16
H  1.6157  5.5023  0.1060  0.07
H  2.4532  4.3356  -0.9167  0.07
H  2.5186  4.1858  0.8411  0.06
H  0.0768  3.6912  0.8985  0.11
H  -0.0285  3.9612  -0.8367  0.11
H  1.5639  2.0178  -1.1736  0.12
H  -0.0426  1.6238  -0.5421  0.08
H  2.4156  1.9967  1.2369  0.11
H  0.8391  1.3591  1.7186  0.13
H  -0.4916  -0.3008  1.3150  0.11
H  -0.3077  -2.0658  1.4375  0.12
H  -0.5565  -0.5495  -1.2069  0.12
H  -0.5961  -2.3131  -0.9781  0.13
H  -2.7982  -2.0751  -0.0765  0.14
H  -5.1264  1.8908  -0.3752  0.12
H  -7.4982  0.7083  0.2135  0.10
H  -6.8849  -1.9222  0.5517  0.12
H  4.5277  -3.3178  -0.5161  0.11
H  6.5721  -1.9441  -0.8127  0.10
H  6.5256  0.4727  -0.4664  0.10
H  4.4528  1.6331  0.1902  0.10

Values from the calculation:
**Energy above the lowest of the compared OMol25 structures with the same formula, charge and spin**: 94.10 kJ/mol
**Total charge**: 0
**SMILES**: CCCCn1c(CCNC(=O)c2ccco2)nc2ccccc21
**HOMO-LUMO gap**: 0.3284 hartree
**HOMO energy**: -0.3025 Eh

Entry 4:
This record from the Open Molecules 2025 dataset describes a single C18H21N3O3 molecule at a distorted geometry. The level of theory is wB97M-V/def2-TZVPD.

Each line ends with the Löwdin charge.
Element x y z (Å)
C  1.3234  -6.1805  3.4731  -0.10
C  -0.0219  -5.5073  3.7149  -0.23
C  -0.8832  -5.5157  2.4491  -0.21
O  -0.3028  -4.7851  1.3870  -0.05
C  -0.3325  -3.4300  1.3948  -0.26
C  -1.0013  -2.6332  2.3241  -0.01
C  -0.9709  -1.2588  2.2077  -0.01
C  -0.2734  -0.6458  1.1682  -0.16
C  -0.2552  0.7906  1.0695  -0.27
N  -0.8451  1.6333  1.8531  0.19
C  -0.5494  2.8798  1.3602  -0.23
C  -1.0027  4.0901  1.8884  -0.18
N  -1.3576  5.1154  2.2661  0.14
C  0.2513  2.7167  0.2384  -0.25
N  0.8718  3.6305  -0.5505  0.09
C  1.3399  3.2599  -1.8662  -0.12
C  0.1962  3.0973  -2.8881  -0.32
C  -0.5515  4.4175  -3.1561  -0.13
C  -0.6870  4.4343  -4.6788  -0.15
C  0.5663  3.6685  -5.0955  -0.20
O  0.7159  2.6472  -4.1287  -0.10
O  0.4390  1.4013  0.0485  0.14
C  0.3948  -1.4431  0.2356  -0.01
C  0.3637  -2.8126  0.3497  0.01
H  1.1854  -7.2278  3.2139  0.07
H  1.9437  -6.1227  4.3640  0.07
H  1.8444  -5.6895  2.6547  0.07
H  0.1423  -4.4769  4.0357  0.10
H  -0.5671  -6.0279  4.5042  0.11
H  -0.9591  -6.5365  2.0636  0.13
H  -1.8954  -5.1514  2.6631  0.12
H  -1.5529  -3.0726  3.1400  0.11
H  -1.4862  -0.6361  2.9214  0.12
H  0.5115  4.5689  -0.4488  0.14
H  1.8751  2.3116  -1.7878  0.13
H  2.0367  4.0271  -2.2107  0.13
H  -0.4874  2.3187  -2.5220  0.15
H  -1.5124  4.4562  -2.6475  0.12
H  0.0536  5.2647  -2.8266  0.11
H  -0.7228  5.4389  -5.0925  0.11
H  -1.5772  3.8865  -4.9881  0.12
H  0.4877  3.1886  -6.0715  0.12
H  1.4453  4.3298  -5.0910  0.12
H  0.9350  -0.9784  -0.5750  0.12
H  0.8722  -3.4418  -0.3637  0.12

Values from the calculation:
**Energy above the lowest of the compared OMol25 structures with the same formula, charge and spin**: 245.82 kJ/mol
**Total charge**: 0
**SMILES**: CCCOc1ccc(-c2nc(C#N)c(NC[C@H]3CCCO3)o2)cc1
**HOMO-LUMO gap**: 0.3043 hartree
**HOMO energy**: -0.2795 Eh

Entry 5:
This record from the Open Molecules 2025 dataset describes a single C18H21N3O3S molecule at a distorted geometry. The level of theory is wB97M-V/def2-TZVPD.

Each line ends with the Löwdin charge.
Element x y z (Å)
O  -1.1467  -0.1392  2.8517  -0.29
S  -1.1923  1.0717  2.0806  0.69
O  -2.4701  1.7039  1.9470  -0.28
N  -0.5339  0.7933  0.5685  0.01
C  0.7133  1.3349  0.3974  -0.36
N  1.5226  1.1678  -0.5646  0.11
C  1.2321  0.3390  -1.7053  -0.15
C  0.8627  -1.1331  -1.4005  -0.21
C  1.3201  -2.0325  -2.5130  -0.25
C  1.7828  -3.3166  -2.4798  -0.02
C  2.0197  -3.6911  -3.8250  -0.06
C  1.6816  -2.6099  -4.5756  -0.11
O  1.2534  -1.6043  -3.7937  0.03
N  -0.5608  -1.3105  -1.0837  -0.18
C  -0.8631  -2.5354  -0.3560  -0.17
C  -2.1811  -2.3598  0.4126  -0.16
C  -3.1589  -1.4843  -0.3816  -0.18
C  -2.8803  -1.6372  -1.8726  -0.17
C  -1.4781  -1.1161  -2.2071  -0.16
C  1.0477  2.2200  1.5231  -0.14
C  2.1767  3.0185  1.6421  0.00
C  2.3245  3.7910  2.7827  -0.06
C  1.3673  3.7718  3.7886  -0.06
C  0.2377  2.9714  3.6736  -0.03
C  0.1030  2.2077  2.5376  -0.20
H  -0.7722  -0.0274  -0.0268  0.08
H  2.1507  0.3385  -2.2992  0.12
H  0.4455  0.7997  -2.3110  0.12
H  1.4170  -1.4231  -0.4988  0.16
H  1.9423  -3.9170  -1.6075  0.11
H  2.3907  -4.6318  -4.1763  0.10
H  1.6974  -2.4345  -5.6329  0.12
H  -0.0556  -2.7339  0.3517  0.13
H  -0.9221  -3.3948  -1.0412  0.12
H  -2.6122  -3.3459  0.5910  0.11
H  -1.9845  -1.8977  1.3805  0.08
H  -3.0454  -0.4374  -0.0937  0.10
H  -4.1860  -1.7748  -0.1595  0.11
H  -2.9657  -2.6914  -2.1444  0.11
H  -3.6136  -1.0849  -2.4611  0.11
H  -1.5331  -0.0426  -2.4118  0.12
H  -1.1139  -1.6141  -3.1171  0.12
H  2.9071  3.0206  0.8497  0.12
H  3.1960  4.4190  2.8925  0.11
H  1.5015  4.3820  4.6688  0.11
H  -0.5153  2.9414  4.4450  0.12

Values from the calculation:
**Energy above the lowest of the compared OMol25 structures with the same formula, charge and spin**: 346.22 kJ/mol
**Total charge**: 0
**SMILES**: O=S1(=O)N/C(=N\C[C@H](c2ccco2)N2CCCCC2)c2ccccc21
**HOMO-LUMO gap**: 0.3380 hartree
**HOMO energy**: -0.3234 Eh

Entry 6:
This record from the Open Molecules 2025 dataset describes a molecular structure, C18H21N5O2W. The level of theory is wB97M-V/def2-TZVPD.

Each line ends with the Löwdin charge.
Element x y z (Å)
W  -0.2569  0.3914  -0.0066  1.91
N  -0.2862  -0.0981  4.2717  0.21
C  -0.6406  -0.0967  3.0228  -0.06
N  0.2068  0.2750  2.0204  -0.04
C  1.5325  0.6018  2.3875  -0.21
N  2.3481  0.8884  1.3971  0.15
N  1.7280  0.6450  0.2517  -0.19
C  1.9560  1.2833  -0.8814  0.02
C  1.4158  0.6589  -2.0929  -0.25
C  1.8561  0.9260  -3.3714  0.09
C  1.3644  0.1088  -4.3963  0.09
C  0.4459  -0.8988  -4.1106  0.05
C  -0.0152  -1.0598  -2.8174  -0.02
N  0.4474  -0.2727  -1.8175  -0.09
C  1.9351  0.6221  3.7502  -0.07
C  3.2345  0.9692  4.1556  0.06
C  3.5461  0.9484  5.4996  0.03
C  2.5859  0.5878  6.4543  0.05
C  1.2929  0.2356  6.0819  0.06
C  0.9887  0.2585  4.7338  -0.13
H  -0.9827  -0.3697  4.9657  0.21
H  -1.6547  -0.3820  2.7789  0.15
H  2.6134  2.1506  -0.9027  0.18
H  2.5940  1.6943  -3.5673  0.16
H  1.7144  0.2507  -5.4131  0.16
H  0.0763  -1.5525  -4.8907  0.15
H  -0.7550  -1.8068  -2.5597  0.13
H  3.9755  1.2511  3.4202  0.14
H  4.5429  1.2130  5.8269  0.15
H  2.8541  0.5799  7.5037  0.15
H  0.5583  -0.0474  6.8260  0.15
C  -1.6217  -2.4481  0.4434  0.07
O  -1.8284  -0.9660  0.3249  -0.40
C  -3.0977  -0.5851  -0.3379  -0.08
C  -3.2637  0.8891  -0.1004  -0.06
O  -1.9203  1.5001  -0.3333  -0.39
C  -2.0151  2.9878  -0.6098  0.09
H  -2.5852  -2.9278  0.2958  0.13
H  -1.2434  -2.6310  1.4451  0.11
H  -0.9054  -2.7570  -0.3157  0.10
H  -3.9103  -1.1461  0.1255  0.17
H  -3.0217  -0.8470  -1.3948  0.15
H  -3.5439  1.1405  0.9230  0.16
H  -3.9626  1.3388  -0.8058  0.17
H  -2.6346  3.4155  0.1747  0.13
H  -2.4513  3.0872  -1.6003  0.13
H  -0.9966  3.3688  -0.5663  0.11

Values from the calculation:
**Multiplicity**: 3
**Energy above the lowest of the compared OMol25 structures with the same formula, charge and spin**: 0.00 kJ/mol
**Total charge**: +4
**⟨S²⟩**: 2.021
**HOMO-LUMO gap (spin up / spin down)**: 0.2230 / 0.1891 hartree
**HOMO energy (spin up / spin down)**: -0.7663 / -0.7639 Eh

Number 1: electronic energy -55497.809 eV. Number 2: electronic energy -32359.046 eV. Number 3: electronic energy -27573.016 eV. Number 4: electronic energy -29618.891 eV. Number 5: electronic energy -40453.758 eV. Number 6: electronic energy -32333.036 eV.